[1]
Molecular formula: C27H29AsBiCl3GeN4O11S2
Method: DFT, ωB97M-V with the def2-TZVPD basis set

As for the total energy: -8797.546053 Ha. The energy above the lowest of the compared OMol25 structures with the same formula, charge and spin comes out at 16.3 kJ/mol. As for the multiplicity: 2. As for the expectation value of S²: 0.755. The charge is -1.

```
79
Properties=species:S:1:pos:R:3:mulliken_spin:R:1
Bi -0.792 -0.613 0.408 -0.070
As 1.690 -3.002 1.137 0.000
Ge -2.450 -1.835 3.893 0.492
Cl -0.558 -1.512 5.073 0.141
Cl -4.119 -1.984 5.384 0.155
Cl -2.798 0.275 3.234 0.038
S 2.041 1.025 -1.120 0.000
S 0.259 -2.920 -2.163 0.000
O 2.761 -3.285 2.326 0.000
O 0.785 -1.574 1.433 0.013
O -2.302 -2.245 1.745 0.205
O 2.700 0.295 -0.076 0.000
O 0.521 -4.300 1.035 0.000
O -0.093 -2.105 -3.297 0.000
O -3.631 -3.920 2.349 0.026
O 0.086 -4.340 -2.297 0.000
O 2.642 1.090 -2.429 0.000
O -0.439 -2.446 -0.907 -0.012
O -3.183 -2.223 -0.768 0.007
N -1.565 0.224 -1.956 0.001
N 1.562 0.478 3.286 -0.003
N -0.017 1.393 1.862 -0.010
N 0.534 0.465 -1.206 -0.002
C -0.335 0.642 -2.276 -0.002
C -3.169 -3.182 1.493 -0.004
C 2.437 3.040 0.681 0.000
C -0.781 2.439 1.510 0.003
C 1.665 5.313 0.390 0.000
C 4.133 -2.125 -2.762 0.000
C -2.352 0.726 -4.137 0.000
C 2.558 -2.787 -0.566 0.000
C -5.161 -3.251 0.018 -0.003
C 3.933 -2.633 -0.427 0.000
C 1.900 2.701 -0.548 0.001
C 0.570 2.592 3.848 -0.001
C 1.979 -2.628 -1.824 0.000
C 2.319 4.345 1.140 0.000
C 1.254 3.658 -1.323 0.000
C -3.640 -3.311 0.030 0.019
C -0.231 3.633 3.472 0.001
C -0.916 3.581 2.252 0.001
C 1.522 6.722 0.898 0.000
C -3.117 -4.635 -0.517 0.002
C 1.136 4.952 -0.848 0.000
C 0.695 1.467 2.999 0.010
C 4.719 -2.311 -1.523 0.000
C -1.080 1.182 -4.470 -0.001
C -2.542 0.243 -2.860 -0.001
C 2.764 -2.289 -2.914 0.000
C -0.052 1.146 -3.552 0.002
H -3.467 -4.766 -1.543 0.000
H 0.842 3.392 -2.288 0.000
H -0.882 1.554 -5.468 0.000
H 5.786 -2.179 -1.398 0.000
H -1.328 2.329 0.576 -0.001
H 2.924 2.276 1.273 0.000
H 2.286 -2.136 -3.871 0.000
H 0.621 5.695 -1.447 0.000
H 2.123 7.416 0.306 0.000
H 4.368 -2.745 0.559 0.000
H -3.163 0.727 -4.851 0.000
H 1.117 2.607 4.781 0.000
H -2.327 -2.474 -1.146 -0.003
H -0.330 4.497 4.118 0.000
H -3.480 -5.459 0.097 -0.002
H 0.485 7.055 0.840 0.000
H 0.951 1.445 -3.809 0.000
H 4.735 -1.840 -3.615 0.000
H 1.480 -0.381 2.746 -0.001
H 0.656 -4.850 1.819 0.000
H -1.550 4.387 1.914 0.000
H -5.498 -2.272 0.363 0.001
H -5.575 -4.015 0.672 0.000
H -2.025 -4.652 -0.517 -0.001
H 1.846 6.800 1.936 0.000
H 1.841 0.377 4.245 0.000
H -5.514 -3.402 -1.003 0.001
H -3.492 -0.159 -2.528 0.000
H 2.727 4.605 2.110 0.000
```


[2]
Molecular formula: C27H29BN6O4S3V
Method: DFT, ωB97M-V with the def2-TZVPD basis set

As for the total energy: -3839.345350 Ha. The energy above the lowest of the compared OMol25 structures with the same formula, charge and spin comes out at 0.0 kJ/mol. As for the multiplicity: 2. As for the expectation value of S²: 0.885.

```
71
Properties=species:S:1:pos:R:3:mulliken_spin:R:1
V 0.165 1.113 -0.566 1.477
S 0.413 -3.561 0.788 0.000
S 2.352 0.237 -0.780 -0.018
S -4.057 2.374 -2.156 0.004
O -3.785 -4.754 -1.744 0.000
O -0.896 -0.054 0.682 -0.014
O -0.720 -0.559 -1.437 -0.042
O -5.190 -4.657 0.082 0.000
N 0.743 2.548 0.021 -0.406
N 1.896 -1.560 -2.828 -0.003
N -1.754 1.989 -1.183 -0.027
N 2.859 -2.408 -1.082 -0.004
N 0.989 -1.841 2.827 0.000
N 2.633 -2.078 1.423 -0.005
C -2.594 1.523 -2.069 0.041
C -4.286 -3.642 0.148 0.001
C 3.042 -1.198 2.403 0.002
C 2.321 -1.311 -1.569 0.003
C -4.176 -2.673 1.114 -0.001
C -3.438 -3.697 -0.948 0.000
C -3.523 3.428 -0.919 -0.001
C -2.299 -1.805 -0.146 0.002
C 2.320 4.991 2.227 0.033
C 2.029 -1.043 3.281 -0.001
C 0.562 4.863 -1.695 0.011
C -2.278 3.078 -0.522 0.027
C 2.242 6.142 1.455 -0.051
C -1.246 -0.798 -0.295 -0.049
C -3.146 -1.743 0.948 0.001
C 2.764 -3.400 -2.023 0.001
C 1.367 -2.484 1.691 0.002
C -0.282 -2.011 3.493 0.000
C 1.168 4.906 -0.319 -0.045
C 1.241 3.753 0.479 0.033
C -2.436 -2.791 -1.135 0.001
C 1.924 2.524 2.571 0.010
C 1.347 -0.594 -3.758 0.008
C 1.824 3.784 1.759 -0.036
C 2.168 -2.883 -3.123 -0.002
C 1.672 6.095 0.192 0.033
C -4.817 -5.451 -1.050 0.000
B 3.556 -2.617 0.308 0.008
H -0.929 -1.145 3.328 0.000
H 1.628 6.991 -0.415 0.000
H -4.441 -6.417 -0.706 0.000
H -2.386 0.651 -2.671 0.001
H -4.136 4.233 -0.552 0.000
H 2.772 5.029 3.211 0.000
H 2.705 1.868 2.179 -0.005
H -0.761 -2.896 3.078 0.000
H 1.223 -1.087 -4.720 0.001
H 2.635 7.076 1.836 -0.003
H -1.748 -2.843 -1.967 0.000
H 3.738 -3.806 0.421 0.000
H 4.021 -0.754 2.377 0.000
H -0.118 -2.145 4.562 0.000
H -2.987 -0.969 1.687 0.001
H 2.159 2.753 3.610 -0.001
H -5.679 -5.571 -1.704 0.000
H 0.997 1.951 2.536 0.001
H -1.687 3.565 0.237 -0.003
H 3.112 -4.394 -1.814 0.000
H -4.845 -2.644 1.962 0.000
H 0.377 -0.242 -3.418 -0.003
H 1.905 -3.322 -4.068 0.000
H 1.018 5.617 -2.337 -0.001
H 0.698 3.887 -2.159 0.019
H 1.945 -0.446 4.172 0.000
H -0.512 5.063 -1.663 -0.002
H 2.030 0.246 -3.872 0.003
H 4.594 -1.990 0.326 0.000
```


[3]
Molecular formula: C27H29BrCaN5OS
Method: DFT, ωB97M-V with the def2-TZVPD basis set

As for the total energy: -5045.095884 Ha. The energy above the lowest of the compared OMol25 structures with the same formula, charge and spin comes out at 14.4 kJ/mol. The charge is +1.

```
65
Properties=species:S:1:pos:R:3:lowdin_charge:R:1
Br -5.258 4.773 2.827 0.746
Ca 0.435 0.018 0.308 1.260
S 0.214 -0.111 -2.585 0.653
O -0.295 1.566 1.711 -0.276
N -0.460 -2.366 -0.105 0.032
N -0.496 2.323 -1.722 -0.061
N 0.604 2.306 -0.857 -0.019
N -2.005 -0.113 0.100 0.004
N -1.807 1.410 -3.337 0.119
C -3.367 -3.429 -2.150 -0.021
C -2.660 1.815 1.460 -0.136
C 3.237 0.981 1.054 -0.043
C -3.711 3.758 2.444 -0.705
C 2.018 -0.289 2.724 -0.314
C 4.348 -0.080 -0.969 -0.365
C 3.487 -0.165 0.284 -0.209
C 1.249 -0.343 4.014 -0.024
C 2.977 -1.369 0.768 -0.073
C -2.456 4.222 2.854 -0.110
C 3.943 1.076 -1.886 -0.071
C 4.385 -1.381 -1.765 -0.070
C 2.526 0.921 2.242 -0.058
C -4.086 -2.274 -2.144 -0.056
C -2.887 0.616 0.692 -0.072
C -3.809 2.571 1.770 -0.091
C -2.482 -1.198 -0.676 -0.240
C -1.338 -4.659 -1.437 0.010
C 0.251 -3.469 -0.134 -0.121
C -0.151 -4.656 -0.772 -0.029
C -1.382 2.247 1.903 -0.384
C -2.139 -3.496 -1.445 -0.143
C 2.261 -1.428 1.965 -0.085
C -0.742 1.277 -2.538 -0.861
C -3.639 -1.155 -1.408 -0.022
C -1.676 -2.373 -0.734 -0.190
C -1.329 3.482 2.594 -0.011
H 3.967 2.040 -1.375 0.066
H -3.937 0.325 0.606 0.129
H 5.012 -1.256 -2.646 0.087
H -1.681 -5.541 -1.965 0.128
H -0.358 3.818 2.937 0.115
H -2.342 2.260 -3.401 0.117
H 1.212 -3.437 0.365 0.088
H 0.358 2.773 0.011 0.087
H 4.795 -2.210 -1.187 0.082
H -2.382 5.160 3.388 0.107
H 0.604 -1.220 4.054 0.087
H 3.152 -2.284 0.217 0.102
H -1.051 3.164 -1.775 0.160
H -4.779 2.206 1.456 0.109
H -2.008 0.663 -3.979 0.104
H 3.384 -1.656 -2.109 0.082
H 4.635 1.141 -2.725 0.088
H 0.631 0.547 4.128 0.080
H -5.013 -2.207 -2.698 0.113
H 1.933 -0.394 4.862 0.095
H 1.889 -2.382 2.320 0.122
H 5.365 0.122 -0.611 0.151
H -4.222 -0.243 -1.430 0.113
H -3.711 -4.297 -2.698 0.120
H 1.404 2.751 -1.296 0.105
H 0.484 -5.530 -0.743 0.114
H 2.941 0.910 -2.288 0.035
H 2.332 1.830 2.795 0.128
H 3.630 1.938 0.737 0.119
```